Density functional theory data (the ωB97M-V functional and the def2-TZVPD basis) for a molecular structure, FIn.

The value obtained for the orbital gap is 5.85 eV. As for the charge: +2. The HOMO energy comes out at -25.57 eV. For the largest force on an atom, the calculation gives 1.86 eV Å⁻¹. As for the multiplicity: 1. The value obtained for the LUMO energy is -19.72 eV.

Cartesian coordinates (Å):
In -1.29878 0.04461 0.73878
F 1.29877 -0.04460 -0.73878

Atomic charges from the Mulliken analysis, expressed in e, are listed below:
1. In 1.866
2. F 0.134